Record 1
The following is a quantum chemistry calculation of C38H53Br2ClIN2O13S2 as an isolated structure, from the OMol25 dataset.

Last column: Löwdin charge in e.
Element x y z (Å)
1 C 7.76177 -2.51545 0.59057  0.055
2 C 6.71061 -1.80829 0.23708  -0.075
3 C 6.56036 -1.14787 -1.09674  -0.519
4 O 6.96149 -1.65545 -2.06817  0.156
5 O 6.00405 0.09645 -1.19437  0.004
6 C 4.68940 0.20741 -0.63085  -0.170
7 C 3.66606 0.25031 -1.77549  -0.144
8 C 2.44559 1.12583 -1.43920  -0.217
9 C 1.25983 0.33956 -0.78477  -0.248
10 C 0.07880 1.30049 -0.61082  -0.158
11 C -1.26199 1.13434 -1.35876  -0.140
12 N -1.79566 -0.18858 -1.84103  -0.096
13 C -3.06897 0.24122 -2.60626  -0.111
14 C -4.20474 1.01985 -1.93420  -0.135
15 C -5.39128 0.09818 -1.45865  -0.222
16 C -6.01508 0.65772 -0.15842  -0.274
17 S -6.78124 -0.62113 0.85456  0.338
18 O -7.82304 -0.00187 1.59233  -0.315
19 O -5.80033 -1.24262 1.67881  -0.329
20 Cl -7.57880 -1.95903 -0.47796  0.434
21 C -2.27688 -1.13744 -0.75202  -0.159
22 C -2.84485 -0.59434 0.56670  -0.160
23 C -2.13896 -0.18070 1.88623  -0.661
24 C -2.19884 1.37685 2.13528  -0.162
25 I -0.14131 -0.76766 2.45141  1.031
26 C -1.33838 -2.36060 -0.46128  -0.274
27 C -1.88582 -3.29246 0.62574  -0.147
28 C -3.24120 -3.94121 0.32064  -0.248
29 O -3.55640 -4.79242 1.41891  -0.044
30 C -1.26185 -3.17226 -1.77154  -0.105
31 C -0.56508 -2.33575 -2.88080  -0.413
32 N -1.17189 -3.07337 -4.07301  0.011
33 C 0.93764 -2.67191 -3.16687  -0.598
34 Br 1.58781 -2.56218 -5.02116  0.730
35 C 1.86492 -3.12090 -2.32378  -0.726
36 C 1.64228 -3.35318 -0.84746  -0.116
37 Br 3.66097 -3.58455 -2.86236  0.768
38 C -1.02614 -0.84442 -2.98582  -0.423
39 S 0.18627 0.31784 -3.77668  0.886
40 H 8.04570 -2.51292 1.64263  0.044
41 H 8.29771 -3.08574 -0.16497  0.095
42 H 5.87667 -1.71776 0.93374  0.101
43 H 4.67365 1.12914 -0.04310  0.129
44 H 4.42071 -0.61883 0.03719  0.112
45 H 3.33146 -0.73052 -2.11478  0.076
46 H 4.16716 0.71517 -2.63091  0.129
47 H 2.75992 1.82961 -0.65233  0.113
48 H 2.09994 1.75908 -2.25695  0.082
49 H 1.69959 -0.02006 0.14767  0.060
50 H 1.08974 -0.54591 -1.40431  0.054
51 H 0.44891 2.29645 -0.88259  0.123
52 H -0.08112 1.43011 0.46447  0.058
53 H -1.32372 1.89630 -2.13316  0.117
54 H -1.97828 1.55138 -0.64818  0.094
55 H -3.54729 -0.62329 -3.07178  0.146
56 H -2.71784 0.86903 -3.42916  0.127
57 H -4.66307 1.66213 -2.69078  0.131
58 H -3.99015 1.68456 -1.09583  0.100
59 H -6.18041 0.14691 -2.21168  0.113
60 H -5.10240 -0.95474 -1.39376  0.078
61 H -6.80911 1.36146 -0.43519  0.077
62 H -5.29641 1.16224 0.48847  0.098
63 H -3.10818 -1.65950 -1.23427  0.129
64 H -3.45652 0.29024 0.36067  0.069
65 H -3.62618 -1.30123 0.85207  0.086
66 H -2.74276 -0.56240 2.70633  0.069
67 H -2.59280 1.92592 1.27257  0.060
68 H -2.84295 1.59943 2.98968  0.084
69 H -1.21938 1.77996 2.39074  0.026
70 H -0.36376 -1.91496 -0.26712  0.064
71 H -1.17778 -4.12474 0.71957  0.132
72 H -1.98776 -2.86515 1.62514  0.073
73 H -4.05967 -3.21802 0.17642  0.110
74 H -3.18449 -4.57647 -0.57538  0.121
75 H -4.49878 -4.99052 1.33880  0.098
76 H -2.29324 -3.34285 -2.08397  0.115
77 H -0.83464 -4.16925 -1.66971  0.133
78 H -0.74389 -3.98638 -4.14716  0.083
79 H -1.10820 -2.53527 -4.92755  0.044
80 H 0.83226 -4.03386 -0.59928  0.073
81 H 2.52835 -3.85289 -0.44290  0.064
82 H 1.58915 -2.42856 -0.27114  0.061
83 H -1.65747 -0.90186 -3.86948  0.080
84 H 0.22813 -0.09335 -5.06284  -0.113
85 C -6.07786 5.40663 -0.48979  0.070
86 C -6.07204 6.66626 -0.02889  -0.231
87 C -6.87429 7.06591 1.17664  -0.307
88 O -6.81425 8.21618 1.55834  0.132
89 C -7.68978 6.04608 1.82567  0.087
90 C -7.69622 4.79064 1.36122  -0.228
91 C -6.87316 4.39133 0.17338  -0.285
92 O -6.90373 3.22362 -0.19646  0.049
93 O -8.43057 3.83262 1.92874  0.125
94 O -5.36286 7.62477 -0.60464  0.131
95 H -5.50379 5.10664 -1.35549  0.131
96 H -8.27632 6.34736 2.68204  0.143
97 H -8.26778 3.01563 1.41965  0.115
98 H -5.52982 8.43570 -0.08147  0.131
99 C 10.31762 -1.19303 5.05063  0.077
100 C 10.81474 -0.11307 5.66784  -0.235
101 C 10.84038 1.23084 5.00245  -0.312
102 O 11.28610 2.17903 5.61844  0.119
103 C 10.32983 1.33195 3.64042  0.078
104 C 9.83632 0.25271 3.02206  -0.228
105 C 9.78721 -1.08698 3.70075  -0.294
106 O 9.31107 -2.03844 3.10235  0.077
107 O 9.36307 0.31179 1.77530  0.112
108 O 11.31071 -0.16681 6.89949  0.122
109 H 10.29216 -2.16584 5.52108  0.137
110 H 10.36908 2.30170 3.16467  0.138
111 H 9.06239 -0.58928 1.54924  0.085
112 H 11.60097 0.74264 7.11232  0.125

As for the spin multiplicity: 1. As for the total charge: +1. As for the HOMO-LUMO gap: 7.2301 eV. The LUMO energy is -3.70 eV.

=====

Record 2
The following is a quantum chemistry calculation of C38H53BrNP3Pd as an isolated structure, from the OMol25 dataset.

Last column: Mulliken spin population.
Element x y z (Å)
1 N 3.02510 -8.63200 -3.78044  0.816
2 C 3.93610 -7.66408 -3.64253  0.005
3 C 3.61017 -6.37273 -3.19685  0.113
4 C 2.26715 -6.05423 -2.85918  -0.048
5 C 1.31523 -7.09849 -3.02408  0.114
6 C 1.75315 -8.36350 -3.48350  0.000
7 C 1.92303 -4.73393 -2.33927  0.123
8 Pd 0.00187 -0.91374 -0.70051  0.839
9 P -1.98459 0.81062 4.01547  0.638
10 C 0.66909 -4.36633 -1.88402  -0.034
11 C 0.45648 -3.57783 -0.70475  0.037
12 C -0.45535 -3.98711 0.29306  -0.028
13 C -0.20519 -3.76890 1.65199  0.105
14 C 0.97976 -3.09128 2.03493  0.027
15 C 1.73358 -2.41743 1.08256  -0.010
16 C 1.33358 -2.49314 -0.31678  0.049
17 Br 1.45201 -2.89470 3.79653  0.013
18 H 2.75002 -4.03331 -2.26579  0.005
19 H -0.23684 -4.86250 -2.26811  0.004
20 H 4.43298 -5.67010 -3.09312  0.010
21 H 0.26807 -6.95066 -2.76943  0.013
22 H 4.96134 -7.94833 -3.90313  0.022
23 H 1.03644 -9.18045 -3.61425  0.024
24 H -1.31549 -4.55674 -0.06409  0.014
25 H 2.10157 -2.16498 -1.02300  0.006
26 H -0.86695 -4.22028 2.39198  -0.001
27 H 2.64689 -1.86260 1.29510  -0.004
28 P -2.09087 -0.70120 -1.51034  0.203
29 C -0.38058 0.40428 4.81222  0.053
30 C -0.61655 -0.17342 6.21300  0.020
31 H 0.20722 1.33504 4.88008  -0.011
32 H 0.17179 -0.31034 4.17903  0.043
33 H 0.33744 -0.49467 6.65877  0.000
34 H -1.06210 0.59113 6.86759  -0.003
35 H -1.28476 -1.04778 6.18029  -0.001
36 C -2.62048 -0.86182 3.62340  0.105
37 C -4.08362 -1.02703 4.05886  0.017
38 H -1.99189 -1.60565 4.13700  -0.003
39 H -2.50815 -1.03723 2.54569  0.009
40 H -4.44894 -2.02424 3.77982  -0.002
41 H -4.19064 -0.92494 5.14793  0.000
42 H -4.72963 -0.27566 3.58433  0.003
43 C -1.49622 1.72865 2.52997  0.080
44 C -1.66831 3.22540 2.79243  0.020
45 H -2.12975 1.39531 1.70054  0.000
46 H -0.45603 1.48043 2.28263  0.029
47 H -1.87767 3.75239 1.86312  0.003
48 H -2.50005 3.40456 3.48229  -0.003
49 H -0.76050 3.65218 3.22979  -0.002
50 C -2.55854 1.05449 -1.72187  0.027
51 C -3.42099 1.38244 -2.93841  0.020
52 H -1.62274 1.62177 -1.74331  -0.015
53 H -3.07489 1.36609 -0.80086  0.013
54 H -2.83426 1.45991 -3.86711  0.000
55 H -4.19893 0.62497 -3.10318  -0.001
56 H -3.92369 2.34802 -2.78423  0.003
57 C -3.28324 -1.21880 -0.21962  0.079
58 C -3.60080 -2.70405 -0.15074  -0.004
59 H -4.20801 -0.63961 -0.37381  0.017
60 H -2.83397 -0.88491 0.72905  -0.050
61 H -4.00020 -3.07771 -1.10302  0.000
62 H -2.71414 -3.29739 0.10663  0.013
63 H -4.35247 -2.87492 0.63480  0.001
64 C -2.45515 -1.56772 -3.07801  0.043
65 C -1.47315 -1.26482 -4.21140  0.004
66 H -3.48892 -1.32565 -3.38654  0.007
67 H -2.44341 -2.64513 -2.84952  0.002
68 H -1.62684 -1.97993 -5.02656  0.001
69 H -1.61450 -0.26222 -4.63458  0.000
70 H -0.42872 -1.35223 -3.88942  -0.004
71 C 2.02095 0.85209 -3.01262  0.050
72 P 1.27018 0.88925 -1.33846  0.128
73 C 2.68367 0.86612 -0.18234  0.010
74 C 4.00025 0.89593 -0.67713  0.029
75 C 5.07506 1.05220 0.20069  -0.003
76 C 4.84231 1.18316 1.57398  0.016
77 C 3.53397 1.13068 2.07116  -0.006
78 C 2.45084 0.90668 1.20926  0.082
79 C 0.76444 2.66485 -1.31843  0.038
80 C 1.25480 3.56353 -0.35784  0.031
81 C 0.93140 4.91807 -0.44400  -0.009
82 C 0.11339 5.39430 -1.46574  0.041
83 C -0.38315 4.50627 -2.42168  -0.007
84 C -0.02698 3.15501 -2.38010  0.027
85 H 2.54134 -0.09944 -3.22265  0.002
86 H 2.75417 1.68482 -3.05491  -0.002
87 H 1.24824 1.01230 -3.77601  0.000
88 H 4.18255 0.81237 -1.75114  0.000
89 H 6.08745 1.08637 -0.20506  0.001
90 H 5.67519 1.31997 2.26881  0.000
91 H 3.34666 1.27241 3.14022  0.000
92 H 1.43435 0.76552 1.61292  -0.007
93 H 1.91915 3.21801 0.43058  0.008
94 H 1.33550 5.60203 0.28927  0.001
95 H -0.13584 6.44839 -1.53681  0.000
96 H -1.04278 4.84082 -3.22365  0.000
97 H -0.36685 2.47618 -3.17929  0.001

As for the spin multiplicity: 5. As for the total charge: +4. As for the HOMO-LUMO gap (alpha / beta): 6.1120 / 4.4636 eV. The LUMO energy (alpha / beta) is -11.50 / -13.74 eV.

=====

Short version: max |F| = 3.48 4.75 eV/A, in the order given.